# 1
ORCA calculation (the ωB97M-V functional and the def2-TZVPD basis) on a cluster of 2 separate species, C6H15P in total.

Summary:
frontier orbital gap (spin up / spin down) = 6.24 / 6.68 eV
E_LUMO (spin up / spin down) = 1.0669 / -1.7004 eV
ΔE to the lowest compared entry with this formula, charge and spin = 11.3 kcal per mole

The geometry in ORCA input format:
```
! RIJCOSX wB97M-V def2-TZVPD def2/J DEFGRID3
* xyz 0 3
C 2.113 1.812 1.672
C -1.441 -3.222 0.413
C 0.289 2.831 -0.649
C 1.999 0.576 -0.846
C -2.544 -2.582 -0.314
C -2.776 -1.257 -0.413
P 0.839 1.331 0.320
H 1.833 2.378 2.538
H 2.251 0.835 2.081
H -1.611 -3.219 1.494
H -1.345 -4.300 0.172
H -0.405 -2.949 0.192
H 1.123 3.547 -0.759
H 0.046 2.457 -1.663
H -0.563 3.097 -0.168
H 2.865 1.084 -1.316
H 2.183 -0.441 -0.622
H 1.266 0.388 -1.654
H -3.317 -3.182 -0.611
H 3.003 2.307 1.217
H -3.653 -0.982 -0.896
H -2.157 -0.509 -0.186
*
```

=====

# 2
ORCA calculation (the ωB97M-V functional and the def2-TZVPD basis) on an isolated molecule of C11H16OS.

Summary:
frontier orbital gap = 9.48 eV
E_LUMO = 0.8149 eV
ΔE to the lowest compared entry with this formula, charge and spin = 0.0 kcal per mole

The geometry in ORCA input format:
```
! RIJCOSX wB97M-V def2-TZVPD def2/J DEFGRID3
* xyz 0 1
C 1.741 -3.450 0.179
C 1.575 -2.694 1.491
C 1.185 -1.227 1.301
C -0.163 -1.044 0.625
H -0.616 -0.082 0.860
H -0.860 -1.833 0.905
S -0.038 -1.149 -1.221
O -1.422 -1.182 -1.693
C 0.572 0.608 -1.528
C -0.374 1.609 -0.985
C -1.594 1.823 -1.619
C -2.515 2.703 -1.081
C -2.229 3.384 0.091
C -1.016 3.179 0.727
C -0.097 2.291 0.197
H 0.849 2.133 0.698
H -0.786 3.707 1.641
H -2.948 4.072 0.508
H -3.461 2.858 -1.578
H -1.821 1.285 -2.526
H 0.648 0.663 -2.613
H 1.562 0.669 -1.083
H 1.961 -0.725 0.718
H 1.155 -0.748 2.283
H 0.816 -3.189 2.101
H 2.516 -2.730 2.046
H 2.103 -4.457 0.374
H 0.797 -3.526 -0.352
H 2.459 -2.947 -0.465
*
```

=====

# 3
ORCA calculation (the ωB97M-V functional and the def2-TZVPD basis) on a structure of composition C28H66F6NO17P3Pt.

Summary:
frontier orbital gap (spin up / spin down) = 9.74 / 5.26 eV
E_LUMO (spin up / spin down) = -1.6095 / -5.6068 eV

The geometry in ORCA input format:
```
! RIJCOSX wB97M-V def2-TZVPD def2/J DEFGRID3
* xyz 1 4
N -2.342 1.312 3.221
H -2.504 1.230 2.228
H -2.101 0.344 3.383
H -3.218 1.496 3.688
H -1.572 1.928 3.439
Pt -0.521 0.131 0.527
C -1.303 -2.137 3.158
O -2.061 -1.195 3.924
O -0.613 -1.400 2.245
C -0.713 -3.398 3.976
F 0.070 -3.269 5.107
F -1.733 -4.181 4.382
F 0.033 -4.059 3.199
C -3.194 -1.543 4.714
C -4.479 -1.434 3.852
H -4.534 -2.192 3.070
H -5.288 -1.801 4.484
H -4.596 -0.408 3.505
H -3.420 -1.000 5.632
H -3.175 -2.515 5.207
H -2.161 -2.548 2.625
C 0.965 2.296 3.069
O -0.208 3.052 3.544
O 0.360 1.560 2.031
C 2.225 3.177 2.989
F 1.866 4.460 2.680
F 2.886 3.201 4.134
F 3.031 2.923 2.056
C -0.462 3.260 4.923
C -1.689 4.189 5.056
H -2.621 3.732 4.725
H -1.839 4.486 6.094
H -1.509 5.211 4.722
H 0.373 3.841 5.315
H -0.506 2.316 5.466
H 1.127 1.566 3.861
C -5.137 0.108 -0.074
C -3.782 0.760 -0.319
O -2.681 0.518 0.580
H -5.461 -0.312 -1.026
H -5.888 0.800 0.307
H -4.944 -0.776 0.534
H -3.889 1.833 -0.484
H -3.575 0.452 -1.344
C 1.495 -2.700 -5.222
C 0.777 -3.371 -4.089
O 0.555 -2.493 -2.981
P -0.889 -2.714 -2.113
O -1.068 -1.595 -1.151
O -2.071 -2.889 -3.216
C -3.374 -2.947 -2.794
C -4.420 -2.823 -3.948
O -0.693 -4.178 -1.507
C 0.198 -4.314 -0.531
C -0.035 -5.632 0.117
H 1.908 -3.372 -5.975
H 0.759 -2.105 -5.764
H 2.127 -1.830 -5.047
H -0.156 -3.769 -4.488
H 1.390 -4.180 -3.693
H -3.621 -3.800 -2.161
H -3.466 -2.025 -2.220
H -5.407 -3.067 -3.555
H -4.559 -1.755 -4.118
H -4.079 -3.453 -4.770
H 1.196 -4.164 -0.944
H 0.238 -3.571 0.265
H 0.848 -5.866 0.712
H -0.968 -5.479 0.658
H -0.235 -6.424 -0.604
C 4.323 -0.940 3.425
C 3.352 -1.178 2.318
O 3.873 -0.671 1.140
P 2.975 -0.716 -0.227
O 1.521 -0.353 -0.149
O 3.927 0.256 -1.232
C 3.996 1.659 -0.997
C 5.405 2.065 -0.564
O 3.258 -2.198 -0.925
C 4.108 -2.461 -2.063
C 5.617 -2.207 -1.570
H 4.116 -1.597 4.270
H 5.384 -1.084 3.220
H 4.209 0.082 3.786
H 3.039 -2.217 2.214
H 2.417 -0.646 2.493
H 3.739 2.054 -1.980
H 3.303 1.888 -0.188
H 5.717 1.381 0.224
H 5.983 1.870 -1.468
H 5.348 3.113 -0.269
H 4.016 -3.492 -2.405
H 3.779 -2.001 -2.995
H 5.865 -2.486 -0.546
H 6.291 -2.858 -2.126
H 6.016 -1.224 -1.821
C 1.308 4.272 -4.697
C 0.985 4.433 -3.266
O 0.760 3.145 -2.848
P -0.505 2.616 -2.096
O -0.167 1.500 -1.117
O -1.462 2.249 -3.350
C -1.536 0.970 -3.937
C -0.202 0.501 -4.553
O -1.145 3.913 -1.407
C -0.433 4.295 -0.188
C -1.609 4.382 0.820
H 0.397 4.300 -5.295
H 1.956 5.079 -5.037
H 1.868 3.361 -4.909
H 1.861 4.713 -2.680
H 0.136 5.109 -3.167
H -1.989 0.187 -3.329
H -2.354 1.035 -4.655
H 0.338 1.290 -5.077
H 0.384 -0.162 -3.916
H -0.502 -0.231 -5.303
H 0.195 3.458 0.119
H 0.259 5.132 -0.287
H -1.313 4.052 1.816
H -2.183 5.303 0.917
H -2.292 3.559 0.605
*
```

=====

# 4
ORCA calculation (the ωB97M-V functional and the def2-TZVPD basis) on a cluster of 6 separate species, C12H36O6S6 in total.

Summary:
frontier orbital gap = 9.24 eV
E_LUMO = 0.3428 eV
ΔE to the lowest compared entry with this formula, charge and spin = 59.9 kcal per mole

The geometry in ORCA input format:
```
! RIJCOSX wB97M-V def2-TZVPD def2/J DEFGRID3
* xyz 0 1
C -8.280 -31.665 -22.514
S -8.071 -29.878 -22.092
O -7.146 -29.987 -20.918
C -6.948 -29.518 -23.578
H -7.331 -32.120 -22.799
H -8.933 -32.019 -23.312
H -8.531 -32.154 -21.573
H -6.661 -28.466 -23.564
H -7.398 -29.753 -24.543
H -6.040 -30.117 -23.515
C -10.894 -29.437 -33.876
S -9.541 -28.730 -32.805
O -10.136 -28.427 -31.422
C -8.740 -30.378 -32.518
H -11.498 -30.157 -33.324
H -10.491 -29.854 -34.799
H -11.592 -28.676 -34.224
H -8.048 -30.753 -33.271
H -9.531 -31.081 -32.254
H -8.131 -30.187 -31.635
C -13.145 -31.853 -26.936
S -14.221 -31.722 -25.373
O -13.716 -32.729 -24.340
C -13.676 -30.017 -24.756
H -13.338 -31.175 -27.767
H -13.155 -32.851 -27.375
H -12.103 -31.867 -26.618
H -14.423 -29.262 -24.999
H -12.717 -29.672 -25.141
H -13.619 -30.152 -23.676
C -22.032 -28.043 -19.504
S -21.769 -29.611 -20.432
O -22.915 -29.696 -21.447
C -20.313 -29.096 -21.499
H -21.305 -27.828 -18.721
H -22.952 -28.190 -18.940
H -22.142 -27.217 -20.207
H -20.200 -29.702 -22.398
H -19.327 -28.941 -21.060
H -20.454 -28.118 -21.959
C -19.141 -36.216 -23.884
S -18.678 -37.846 -24.758
O -19.046 -37.575 -26.215
C -16.830 -37.555 -24.660
H -20.230 -36.168 -23.925
H -18.833 -35.342 -24.457
H -18.834 -36.215 -22.838
H -16.723 -37.053 -23.698
H -16.583 -36.854 -25.457
H -16.124 -38.380 -24.752
C -18.104 -22.275 -25.731
S -18.304 -22.366 -23.885
O -17.091 -23.165 -23.447
C -17.795 -20.592 -23.599
H -18.219 -23.336 -25.954
H -17.070 -22.039 -25.985
H -18.804 -21.597 -26.219
H -16.716 -20.458 -23.674
H -18.147 -20.314 -22.606
H -18.343 -19.938 -24.277
*
```

=====

# 5
ORCA calculation (the ωB97M-V functional and the def2-TZVPD basis) on a structure of composition C45H45N2O7S4Y.

Summary:
frontier orbital gap (spin up / spin down) = 3.72 / 3.74 eV
E_LUMO (spin up / spin down) = -0.3429 / -0.3430 eV
ΔE to the lowest compared entry with this formula, charge and spin = 40.2 kcal per mole

The geometry in ORCA input format:
```
! RIJCOSX wB97M-V def2-TZVPD def2/J DEFGRID3
* xyz 0 1
Y -0.595 -0.550 1.842
O -1.201 -2.797 5.334
C -1.209 -2.608 4.027
O -0.208 -2.327 3.385
C -2.550 -2.919 3.388
O -2.791 -2.118 2.246
C -3.710 -1.043 2.552
C -3.110 -0.078 3.593
O -3.863 0.642 4.216
O -1.831 -0.172 3.679
H -0.312 -2.596 5.669
H -2.504 -3.969 3.075
H -3.342 -2.816 4.132
H -3.887 -0.519 1.612
H -4.649 -1.446 2.937
O 0.096 -2.400 0.534
S -0.191 -3.877 0.684
C -1.619 -4.218 -0.375
C -1.443 -3.970 -1.866
C -1.291 -2.497 -2.239
C -2.607 -1.729 -2.130
S -2.492 -0.075 -1.425
O -1.988 -0.294 -0.018
C -1.118 0.613 -2.362
C 0.325 0.464 -1.857
C 1.331 0.113 -2.873
C 1.044 0.027 -4.176
C -0.305 0.271 -4.657
C -1.319 0.519 -3.820
C 1.093 -4.675 -0.256
C 1.930 -3.908 -1.051
C 2.929 -4.545 -1.774
C 3.069 -5.923 -1.701
C 2.226 -6.677 -0.895
C 1.234 -6.053 -0.156
H -2.399 -3.595 0.074
H -1.869 -5.261 -0.168
H -2.312 -4.403 -2.374
H -0.576 -4.531 -2.226
H -0.911 -2.411 -3.257
H -0.544 -2.041 -1.591
H -3.321 -2.214 -1.459
H -3.106 -1.617 -3.094
H 0.485 -0.028 -0.905
H 2.321 -0.130 -2.503
H 1.810 -0.246 -4.889
H -0.496 0.219 -5.722
H -2.325 0.645 -4.207
H 1.812 -2.834 -1.084
H 3.603 -3.956 -2.381
H 3.850 -6.413 -2.265
H 2.351 -7.749 -0.830
H 0.590 -6.629 0.496
S -3.276 6.180 2.177
C -4.884 6.196 2.774
C -5.240 4.980 3.270
C -4.198 4.021 3.182
C -3.062 4.520 2.605
C -1.813 3.826 2.317
C -1.835 2.498 1.996
N -0.753 1.736 1.740
C 0.495 2.375 1.756
C 0.587 3.789 2.048
C 1.904 4.384 1.979
C 2.983 3.666 1.623
C 2.901 2.244 1.338
C 3.957 1.510 0.907
C 3.775 0.093 0.666
C 2.567 -0.464 0.958
N 1.463 0.215 1.382
C 1.608 1.632 1.499
C 4.866 -0.738 0.170
C 4.948 -2.103 0.031
C 6.178 -2.541 -0.518
C 7.028 -1.514 -0.794
S 6.329 -0.005 -0.380
C -0.541 4.488 2.334
H -5.466 7.100 2.742
H -6.205 4.778 3.709
H -4.261 3.016 3.576
H -2.797 1.998 1.924
H 1.995 5.442 2.192
H 3.953 4.142 1.542
H 4.924 1.979 0.779
H 2.428 -1.534 0.849
H 4.164 -2.778 0.339
H 6.425 -3.579 -0.687
H 8.020 -1.560 -1.206
H -0.473 5.540 2.585
C 0.107 4.082 -1.104
C -0.203 3.158 -2.290
C -1.487 3.642 -2.963
C 0.969 3.238 -3.267
C -0.422 1.766 -1.688
H 0.241 5.108 -1.449
H 1.024 3.766 -0.602
H -0.696 4.069 -0.365
H -1.372 4.683 -3.265
H -2.332 3.589 -2.274
H -1.727 3.063 -3.855
H 1.153 4.285 -3.513
H 0.774 2.707 -4.197
H 1.879 2.833 -2.823
H -0.705 1.825 -0.638
*
```